# 1
The following is a DFT calculation (ωB97M-V/def2-TZVPD) of a molecular structure, C49H52MoN8OS3.

The geometry in XYZ format:
```
114
C49H52MoN8OS3 | the Open Molecules 2025 dataset | ωB97M-V/def2-TZVPD
C -2.18054 -4.39642 1.92722
H -5.38019 -1.94410 2.40345
H 0.23760 -5.10012 1.00267
C 1.49583 -2.21128 2.20867
C -5.45490 -4.27823 -0.05314
C -4.10746 3.00761 1.73860
N -3.09748 -0.70723 -2.26285
C -8.37833 -1.35397 -1.41246
H -9.39633 -1.71913 -1.35849
H -0.44761 0.90823 -1.86338
H 6.60570 2.41179 0.93956
N -3.99083 1.16982 -0.52537
C -2.48969 5.28728 1.82661
C -0.91306 -2.23720 2.40332
C -6.28006 -1.23490 -2.57440
C -2.07665 -3.07612 -2.75258
C -7.57317 -1.71664 -2.48809
C -1.87139 2.51770 -1.63683
H -6.60971 -3.97751 1.72710
H 1.77065 5.90895 -0.76110
C 0.32305 -1.60706 2.69490
H -6.22231 0.63988 0.28237
H -6.44427 3.83416 -4.21180
H -3.60460 1.58797 -6.50757
N 3.61616 1.40938 0.36253
H -3.20527 4.21993 -1.65298
C 1.46406 -3.41940 1.52755
C -0.37620 2.30019 -3.48267
H 1.22290 0.15188 3.58877
N 4.94764 0.98324 2.25141
H 5.55783 2.64570 -0.41999
C -4.42908 1.30484 -3.26136
C -0.83906 -3.70484 -2.72279
H -4.14894 -4.35202 -1.75153
S -4.21720 0.29850 -1.83242
H 0.41348 1.77060 -3.99936
H 2.45164 -1.74938 2.41359
H -3.95383 -2.79551 -3.78791
C -2.99938 3.15387 0.90571
N 5.71137 2.26285 0.49863
H -0.50114 3.86098 -4.94849
C -5.04817 2.79299 -5.47467
C -0.94338 -3.55652 1.87120
H -8.53398 -0.22361 0.40498
N -1.22213 -1.65986 -0.65884
S -2.46127 -1.96074 -1.45816
C -2.41501 3.68475 -2.16480
C -7.89511 -0.51284 -0.41948
H -3.04037 0.23084 -4.51225
C -5.80296 -3.60455 1.10865
C -4.39658 4.03167 2.62184
C -3.77552 1.02257 -4.45026
H 4.21053 0.45829 2.68299
H -3.02268 -3.86174 2.35455
C -1.45171 -4.87224 -4.73432
C -5.11126 -2.45970 1.48987
Mo -0.40597 -0.49127 0.63457
C -4.09508 1.78882 -5.56378
C -3.74875 -2.66088 -0.46522
H -1.98606 -5.26954 2.55350
H 5.81211 1.08015 2.76123
H -1.79222 -1.85867 2.91513
C -1.90779 4.16500 -3.36037
H 2.63895 -4.33203 -0.01856
H -3.53847 -1.09216 1.00467
H -1.20821 -5.58402 -5.51276
C 0.37005 -0.50980 3.72958
H -0.53797 0.09371 3.74088
C 2.54952 0.80117 0.59271
H 2.90013 -4.99574 1.58363
C -3.00595 -3.31791 -3.76378
H -5.66819 -1.47253 -3.43735
H -5.91054 2.49011 -2.21173
H -1.30610 4.33705 0.29025
H 1.10735 3.97747 1.53456
H 0.43062 -5.10107 -3.73375
C 4.76048 1.53938 1.05803
C -5.69534 3.05523 -4.26889
C -2.17371 4.27270 0.93674
C -3.59448 5.16872 2.65886
C -4.42251 -3.81002 -0.85424
C 1.50434 4.20780 0.54441
C -0.53148 -4.60667 -3.73098
H -2.30221 5.08178 -3.77861
H -5.98324 -5.17860 -0.33888
C 1.42756 5.69072 0.25295
N 1.48495 0.30579 0.69714
H 2.06283 6.25392 0.93815
C -5.80727 -0.40694 -1.55811
C 0.23644 -4.09337 1.40900
H -0.13399 -3.49101 -1.93175
H 2.54203 3.86676 0.51456
C -2.68597 -4.22679 -4.75432
H 1.04867 3.60741 -1.25730
N -1.63020 0.87654 0.54335
C -5.39517 2.30464 -3.14814
H -2.45821 -4.77022 0.94244
C -0.89377 3.47705 -4.01513
H 0.41079 6.07285 0.35688
C -6.59853 -0.02462 -0.48342
C -4.07401 -1.98464 0.70819
O 0.70877 3.43014 -0.37336
H -4.73203 2.12460 1.69862
H 0.45881 -0.97517 4.71285
C -0.86317 1.81376 -2.28129
H -7.96385 -2.35666 -3.26838
H -1.87339 6.17605 1.86642
H -5.30258 3.37174 -6.35358
H -5.25255 3.95024 3.27869
H -3.39179 -4.43110 -5.54808
C 2.72058 -4.06726 1.03727
H -3.83772 5.97035 3.34472
S -2.58505 1.84789 -0.17653
H 3.58709 -3.42181 1.16639
```

Calculated values
- Relative energy (zero: lowest compared OMol25 entry of this formula, charge and spin): 0.00 kJ/mol
- HOMO energy (alpha / beta): -17.672 / -18.317 eV
- Spin multiplicity: 3
- E_LUMO (alpha / beta): -11.04 / -10.86 eV
- Net charge: +4
- Gap between HOMO and LUMO (alpha / beta): 6.636 / 7.455 eV

Atom charges from the Mulliken analysis, given in e for atoms 1 to 8: -1.681 0.462 0.616 0.097 -1.097 -0.626 0.119 -0.738

# 2
The following is a DFT calculation (ωB97M-V/def2-TZVPD) of a molecular structure, C19H43FeO2P3S.

The geometry in XYZ format:
```
69
C19H43FeO2P3S | the Open Molecules 2025 dataset | ωB97M-V/def2-TZVPD
C 3.58324 2.48525 -0.88968
H -0.66505 -4.44579 1.96266
P -2.74801 0.28700 1.53252
H -0.98022 0.34249 -4.24183
C -2.61357 -2.13865 -1.95415
P -1.84579 -0.52619 -2.15640
H 2.84898 1.10369 3.12338
H 0.50202 -4.30604 -0.21778
H -0.17735 3.06357 1.57230
C 2.38008 0.96664 2.14000
H -2.61181 2.70656 1.83260
C -3.31188 2.02620 1.32580
C 1.46535 1.51597 -1.56957
C 3.40620 0.07419 -1.09421
C 2.03065 0.17363 -1.56257
H -2.25024 -2.60664 -1.03735
H 4.17394 3.39224 -0.66920
C -4.16508 -0.74784 1.00800
C 2.22910 2.61942 -1.21527
C 0.10437 2.65817 2.55136
H -3.72105 0.81865 -1.39497
H -0.04966 -1.09082 -3.64736
C 4.18574 1.19242 -0.85531
H -2.30517 -2.74826 -2.80794
H 3.87259 -0.92236 -1.03759
H -4.32475 2.16750 1.73182
H 5.26453 1.01971 -0.67351
H -3.92961 -1.81056 1.19434
H -2.36054 0.78522 3.89498
H 0.45270 1.65313 -1.94993
C 0.58465 0.13376 4.04346
H 2.72668 0.02513 1.69317
H 3.91274 2.75936 -3.64881
H 1.73141 -3.06174 -0.69436
H -3.67395 0.52683 -3.16170
H -3.69973 -2.01975 -1.93297
C 0.18724 -3.96722 2.47085
H -2.54704 1.70574 -2.41777
C 1.34590 -3.68637 0.11957
Fe -0.40217 -0.12430 0.41929
H -5.08129 -0.50377 1.58016
H 4.79464 0.39543 -3.61186
H -3.83975 -0.17929 3.68223
H 1.78960 3.63326 -1.24761
H 0.98127 3.20218 2.91788
S 0.76752 -2.61241 1.41373
H 2.15086 -4.26588 0.58962
H 2.46880 2.19769 -4.68632
H 1.02307 -4.65617 2.63216
H 2.64381 1.79836 1.47732
H -0.62401 -0.11724 -1.47886
H -0.27767 0.42641 4.64989
H -2.24930 -0.95215 3.54758
H 1.50169 0.46075 4.55146
C 3.82066 0.67828 -4.04921
P 0.57230 0.90300 2.37537
H -0.10449 -3.55108 3.43941
O -0.53996 -2.01052 0.76275
H 3.28935 -0.12899 -4.56375
H -3.31435 2.26852 0.25368
O 1.39413 -0.86901 -1.92518
H 0.62348 -0.96130 3.96198
C -2.80992 -0.03104 3.32044
C 3.36042 1.92510 -4.10799
H -4.37947 -0.62471 -0.06507
C -3.07874 0.76090 -2.27721
H -0.73424 2.78931 3.24320
C -1.05710 -0.65579 -3.77864
H -1.69673 -1.31980 -4.39304
```

Calculated values
- HOMO energy (alpha / beta): -16.676 / -16.756 eV
- Spin multiplicity: 6
- E_LUMO (alpha / beta): -8.99 / -10.81 eV
- Net charge: +3
- Gap between HOMO and LUMO (alpha / beta): 7.686 / 5.946 eV

Atom charges from the Mulliken analysis, given in e for atoms 1 to 8: -0.801 0.378 0.462 0.444 -1.077 1.637 0.618 0.429

# 3
The following is a DFT calculation (ωB97M-V/def2-TZVPD) of a molecular structure, C10H8FeN2O3.

The geometry in XYZ format:
```
24
C10H8FeN2O3 | the Open Molecules 2025 dataset | ωB97M-V/def2-TZVPD
H 3.46786 2.32514 -2.20940
H 0.97386 1.58991 0.26656
H -0.45610 -2.02349 -1.51613
O -0.17936 -3.42008 1.47924
C -2.00908 -0.70830 -0.80597
H 1.40183 -0.56092 -0.77090
H -1.34578 2.16204 0.88960
O -2.89566 -0.64427 3.08550
Fe -0.82372 -0.59192 1.01389
H 0.33507 1.85793 -1.28304
N 3.13043 1.42218 -1.85930
H -3.24252 0.79130 0.12072
C 4.07445 0.53364 -1.98712
C 0.36236 -0.22895 -0.67545
C -2.04052 -0.65801 2.30344
N 4.88755 -0.32892 -2.07531
C -1.16617 1.30092 0.24319
O 1.14144 0.25315 2.93872
C -0.43317 -2.29516 1.35131
H -2.82054 -1.38942 -1.01686
C -0.68208 -1.05985 -1.06763
C 0.16822 1.21773 -0.39757
C -2.23457 0.50318 -0.15522
C 0.38621 -0.04784 2.12776
```

Calculated values
- Relative energy (zero: lowest compared OMol25 entry of this formula, charge and spin): 0.00 kJ/mol
- HOMO energy (alpha / beta): -5.741 / -8.151 eV
- Spin multiplicity: 5
- E_LUMO (alpha / beta): 0.41 / -2.98 eV
- Gap between HOMO and LUMO (alpha / beta): 6.155 / 5.176 eV

Atom charges from the Mulliken analysis, given in e for atoms 1 to 8: 0.249 0.276 0.494 -0.336 -0.318 0.372 0.438 -0.331

# 4
The following is a DFT calculation (ωB97M-V/def2-TZVPD) of a single C20H15Cl2NO6S3 molecule.

The geometry in XYZ format:
```
47
C20H15Cl2NO6S3 | the Open Molecules 2025 dataset | ωB97M-V/def2-TZVPD
O -0.69635 2.19354 -2.33858
H 3.00186 2.75343 2.44578
C -1.38874 -1.95296 0.17222
C -0.52174 -4.32654 -2.56983
C -2.24118 -2.54667 -0.73577
H 1.41778 6.62381 3.39979
C 1.37034 -5.00081 -1.10663
O 1.69173 4.59535 3.46272
C 0.08272 4.02484 1.67379
H 2.49968 1.33779 0.35682
H -1.89258 0.24942 -1.16263
Cl 2.15246 -6.33665 -0.10115
S -2.62571 -1.83886 -2.31852
N -1.01437 0.31481 -0.70637
H -0.35232 -1.06596 -3.32462
C 2.16682 2.89410 1.84727
C -1.07850 4.73384 2.20466
C -0.06297 -3.04628 -2.59945
C -0.97230 -1.97204 -3.16759
O -1.53077 5.69641 1.57469
C -0.18200 3.42687 0.54795
O -1.34264 4.54345 3.47230
H 2.84624 -3.42815 -0.94962
H 1.73775 -1.82411 -2.39868
C 1.28912 -2.83235 -2.13545
H -1.27096 -2.21384 -4.22741
C -2.85484 -3.81556 -0.28909
O 0.43259 -0.70467 0.62463
Cl -0.44883 -7.02667 -1.89283
H 3.05078 6.09608 4.12255
H 2.71044 5.96157 2.33269
C -2.48211 -4.17692 1.04224
C 0.18930 -5.34861 -1.87933
H -2.76853 -5.12852 1.41723
C 1.79858 2.09464 0.75648
S -1.31310 -2.96215 1.57001
H -1.08405 3.85849 0.10523
C 1.31217 3.85135 2.36610
H -3.58409 -4.41961 -0.89637
H -1.43878 -4.46063 -3.12413
H -2.05541 5.21122 3.61295
S 0.06889 1.49899 -1.32082
C -0.57600 -0.78108 -0.08102
C 2.27261 5.90486 3.36622
O 1.15142 0.73933 -1.86574
C 1.94065 -3.73879 -1.39875
C 0.59491 2.34427 0.11610
```

Calculated values
- Relative energy (zero: lowest compared OMol25 entry of this formula, charge and spin): 218.13 kJ/mol
- HOMO energy: -9.007 eV
- SMILES string: COc1ccc(S(=O)(=O)NC(=O)c2sccc2SCc2ccc(Cl)c(Cl)c2)cc1C(=O)O
- E_LUMO: -0.37 eV
- Gap between HOMO and LUMO: 8.640 eV

Atom charges from the Mulliken analysis, given in e for atoms 1 to 8: -0.734 0.556 0.646 -0.459 -0.193 0.256 -0.058 -0.477